# 1
The following is a quantum chemistry calculation of a structure of composition C38H30CeN10O4, from the OMol25 dataset.

Output
* net charge: +4
* HOMO energy (spin up / spin down): -18.49 / -18.49 eV
* largest force on an atom: 0.018 Eh/bohr
* DFT total energy: -2788.3974 Eh
* Kohn-Sham gap (spin up / spin down): 4.74 / 4.74 eV

Element x y z (Å)
Ce  -0.3872  0.4371  -0.3001
N  2.1096  -2.5647  -3.1642
C  1.2709  -1.6942  -2.6889
N  1.1973  -1.3503  -1.4007
C  2.0457  -1.9931  -0.4919
N  1.9473  -1.8001  0.7875
N  0.9642  -0.9316  1.1894
C  0.8514  -0.7977  2.4667
C  -0.1401  0.0935  3.0396
C  -0.2263  0.2527  4.4019
C  -1.1993  1.1121  4.9217
C  -2.0368  1.7739  4.0463
C  -1.8836  1.5678  2.6812
N  -0.9632  0.7424  2.1757
C  3.0487  -2.9154  -0.9907
C  3.9886  -3.5349  -0.1582
C  4.8982  -4.4177  -0.6938
C  4.8819  -4.7093  -2.0638
C  3.9634  -4.1094  -2.9023
C  3.0608  -3.2133  -2.3530
H  2.0978  -2.7636  -4.1579
H  0.6013  -1.2297  -3.4013
H  1.5001  -1.3733  3.1191
H  0.4520  -0.2874  5.0539
H  -1.2943  1.2516  5.9931
H  -2.8098  2.4442  4.4022
H  -2.5253  2.0792  1.9779
H  3.9858  -3.3157  0.9005
H  5.6309  -4.8933  -0.0541
H  5.5962  -5.4138  -2.4741
H  3.9489  -4.3337  -3.9646
O  -5.4792  -4.6168  -2.7980
N  -5.8953  -3.4741  -2.8459
O  -7.0411  -3.1186  -2.9466
C  -4.8796  -2.4035  -2.6429
C  -5.0562  -1.2654  -3.3226
C  -4.0738  -0.2255  -3.2364
C  -4.1370  0.9344  -4.0345
C  -3.1284  1.8652  -3.9642
C  -2.0864  1.6537  -3.0691
N  -2.0129  0.5801  -2.2771
C  -2.9907  -0.3699  -2.3783
C  -2.8601  -1.5634  -1.5994
N  -1.8079  -1.6346  -0.7328
C  -1.5977  -2.7734  -0.0754
C  -2.4073  -3.8903  -0.2286
C  -3.5012  -3.8145  -1.0533
C  -3.7571  -2.6186  -1.7670
H  -5.9261  -1.1455  -3.9573
H  -4.9721  1.0720  -4.7160
H  -3.1300  2.7505  -4.5861
H  -1.2847  2.3783  -2.9941
H  -0.7457  -2.8079  0.5924
H  -2.1819  -4.7968  0.3183
H  -4.1558  -4.6666  -1.1760
O  -0.7409  7.7647  -0.4583
C  -1.9423  7.0796  -0.6958
C  -1.6679  5.6164  -0.5271
C  -2.6821  4.6629  -0.6610
C  -2.3687  3.3364  -0.5323
N  -1.1216  2.8975  -0.2498
C  -0.1506  3.8199  -0.0581
C  -0.3832  5.1670  -0.2232
C  1.1896  3.3186  0.3354
C  2.0671  4.1213  1.0227
C  3.3450  3.6481  1.3425
C  4.3195  4.5348  2.0607
O  3.5620  5.4490  2.8141
C  3.6697  2.3476  0.9681
C  2.7262  1.5807  0.3368
N  1.4939  2.0341  0.0155
H  -0.8666  8.7147  -0.5699
H  -2.3285  7.2419  -1.7081
H  -2.7387  7.3617  0.0011
H  -3.7046  4.9547  -0.8787
H  -3.1381  2.5826  -0.6509
H  0.4110  5.8937  -0.1274
H  1.7846  5.1139  1.3445
H  4.9260  5.0319  1.2943
H  4.9963  3.9316  2.6701
H  4.1448  6.0916  3.2364
H  4.6436  1.9234  1.1852
H  2.9570  0.5607  0.0600

Here are the Mulliken charges for atoms 1 to 8, given in e: atom 1 (Ce): 0.477, atom 2 (N): 0.164, atom 3 (C): -0.577, atom 4 (N): 0.214, atom 5 (C): 0.235, atom 6 (N): -1.208, atom 7 (N): 1.160, atom 8 (C): -0.505

***

# 2
The following is a quantum chemistry calculation of a structure of composition C38H30IKN8S3 at a distorted geometry, from the OMol25 dataset.

Output
* net charge: -2
* HOMO energy: -0.01 eV
* ΔE to the lowest compared entry with this formula, charge and spin: 31.77 kcal per mole
* largest force on an atom: 0.020 Eh/bohr
* DFT total energy: -3996.2677 Eh
* Kohn-Sham gap: 3.19 eV

Element x y z (Å)
K  0.6336  -0.8972  -0.1947
C  -2.1699  3.7625  1.2930
C  -1.5242  4.1501  0.1248
C  -1.0867  3.2023  -0.7897
C  -1.2902  1.8341  -0.5650
C  -1.9309  1.4533  0.6216
C  -2.3655  2.4067  1.5324
N  -0.7839  0.8479  -1.4118
C  -1.1452  0.7134  -2.6533
C  -2.2316  1.4692  -3.2635
C  -2.6020  1.2759  -4.5485
C  -1.9399  0.3184  -5.3842
C  -0.9296  -0.4225  -4.8671
C  -0.4973  -0.2749  -3.5140
N  0.4895  -1.0353  -2.9792
N  1.1072  -1.7910  -3.8001
C  1.8911  -2.8052  -3.2821
C  2.8543  -3.3496  -4.1585
C  3.5253  -4.4963  -3.8084
C  3.2404  -5.1062  -2.5872
C  2.3204  -4.4770  -1.7688
N  1.6729  -3.3532  -2.0771
H  -2.5024  4.5013  2.0127
H  -1.3418  5.2019  -0.0647
H  -0.5635  3.5057  -1.6906
H  -2.0818  0.3955  0.8171
H  -2.8489  2.0853  2.4483
H  -2.7553  2.1848  -2.6443
H  -3.4281  1.8505  -4.9546
H  -2.2564  0.1805  -6.4104
H  -0.4227  -1.1660  -5.4649
H  3.0242  -2.8496  -5.1032
H  4.2576  -4.9312  -4.4790
H  3.7127  -6.0312  -2.2858
H  2.0857  -4.9013  -0.7965
N  0.6409  -1.2593  3.6867
C  0.4732  -0.7200  2.6481
H  1.2220  -1.2909  4.5001
S  -0.9532  4.9519  4.7375
C  0.1624  4.1921  3.7456
S  0.5443  2.5163  3.8815
C  1.6822  2.5980  2.5151
N  1.7182  3.7986  2.0197
N  0.8857  4.6781  2.7139
C  0.9010  6.0117  2.2168
C  0.6815  7.1152  3.0327
C  0.7170  8.3929  2.4877
C  0.9764  8.5849  1.1386
C  1.2221  7.4782  0.3348
C  1.1925  6.1996  0.8662
S  2.5584  1.2376  1.9999
H  0.4778  6.9769  4.0834
H  0.5451  9.2452  3.1350
H  0.9922  9.5838  0.7185
H  1.4382  7.6093  -0.7189
H  1.3932  5.3331  0.2538
C  -1.6356  -2.8493  -0.2815
C  -2.7524  -3.3992  0.3384
C  -3.9883  -2.6776  0.5200
C  -5.0943  -3.2452  1.1153
C  -5.0902  -4.5650  1.5917
C  -3.9019  -5.2916  1.4437
C  -2.7800  -4.7465  0.8534
H  -1.6745  -1.8537  -0.7148
H  -0.7465  -3.4410  -0.4774
H  -4.0331  -1.6515  0.1636
H  -5.9992  -2.6499  1.2177
H  -5.9680  -5.0034  2.0534
H  -3.8613  -6.3179  1.8045
H  -1.8754  -5.3449  0.7613
I  2.1057  -6.7721  2.5022
C  2.8722  -4.9348  1.8544
C  4.2359  -4.7680  1.7021
C  4.6915  -3.5393  1.2543
C  3.7646  -2.5425  0.9835
N  2.4557  -2.7136  1.1308
C  2.0063  -3.8894  1.5603
H  4.9232  -5.5755  1.9165
H  5.7497  -3.3621  1.1136
H  4.0808  -1.5636  0.6348
H  0.9271  -3.9871  1.6585

Here are the Mulliken charges for atoms 1 to 8, given in e: atom 1 (K): 0.939, atom 2 (C): -0.479, atom 3 (C): -0.583, atom 4 (C): -0.112, atom 5 (C): -0.384, atom 6 (C): -0.039, atom 7 (C): -0.898, atom 8 (N): 0.113

***

# 3
The following is a quantum chemistry calculation of a structure of composition C38H30N2O2PRh at a distorted geometry, from the OMol25 dataset.

Output
* net charge: 0
* HOMO energy (spin up / spin down): -6.84 / -7.25 eV
* largest force on an atom: 0.039 Eh/bohr
* multiplicity: 5
* DFT total energy: -2177.8511 Eh
* Kohn-Sham gap (spin up / spin down): 7.23 / 5.69 eV

Element x y z (Å)
Rh  0.4280  -0.6833  0.3984
O  1.7125  -2.4551  0.7129
C  1.8179  -3.2304  1.7228
C  2.1846  -4.5972  1.5255
C  2.3836  -5.4506  2.5754
C  2.2566  -5.0020  3.9016
C  1.8963  -3.7015  4.1335
C  1.6299  -2.8054  3.0798
C  1.1879  -1.4922  3.4214
N  0.6841  -0.5936  2.6555
C  0.3137  0.6788  3.2513
C  0.6090  1.8531  2.2929
N  1.3548  1.3733  1.1517
C  2.3191  2.0708  0.6821
C  3.2276  1.6692  -0.3460
C  4.3906  2.4406  -0.5278
C  5.4049  2.0321  -1.3538
C  5.2688  0.8130  -2.0392
C  4.1352  0.0559  -1.9149
C  3.0537  0.4498  -1.0739
O  1.9909  -0.2636  -1.0519
H  2.3084  -4.9250  0.5005
H  2.6472  -6.4833  2.3806
H  2.4331  -5.6835  4.7230
H  1.7972  -3.3486  5.1549
H  1.2753  -1.2511  4.4881
H  -0.7533  0.6608  3.4909
H  0.8597  0.8251  4.1881
H  -0.3260  2.2949  1.9497
H  1.1599  2.6353  2.8258
H  2.5368  3.0449  1.1405
H  4.4812  3.3777  0.0124
H  6.3045  2.6227  -1.4620
H  6.0766  0.4621  -2.6702
H  4.0111  -0.8714  -2.4601
C  -3.6654  4.8070  0.6117
C  -3.4705  3.8208  1.5679
C  -2.7615  2.6760  1.2429
C  -2.2392  2.4958  -0.0392
C  -2.4490  3.4884  -0.9945
C  -3.1595  4.6342  -0.6684
P  -1.3550  0.9163  -0.3685
C  -0.5329  1.2327  -1.9686
C  -0.6362  0.3160  -3.0100
C  0.1193  0.4800  -4.1611
C  0.9787  1.5602  -4.2827
C  1.0818  2.4811  -3.2493
C  0.3356  2.3169  -2.0955
C  -2.7516  -0.1649  -0.7746
C  -3.9850  0.2900  -1.1729
C  -5.0115  -0.6231  -1.4701
C  -4.7895  -1.9680  -1.3654
C  -3.5314  -2.4667  -0.9587
C  -3.2727  -3.8528  -0.8627
C  -2.0289  -4.2918  -0.5122
C  -0.9952  -3.3780  -0.2165
C  -1.2041  -2.0190  -0.2468
C  -2.4870  -1.5521  -0.6499
H  -4.2213  5.7016  0.8608
H  -3.8685  3.9466  2.5668
H  -2.6258  1.8934  1.9827
H  -2.0746  3.3573  -2.0002
H  -3.3252  5.3945  -1.4212
H  -1.2974  -0.5368  -2.9138
H  0.0477  -0.2490  -4.9580
H  1.5729  1.6832  -5.1790
H  1.7594  3.3212  -3.3380
H  0.4330  3.0250  -1.2819
H  -4.1698  1.3523  -1.2611
H  -5.9785  -0.2530  -1.7866
H  -5.5794  -2.6719  -1.6006
H  -4.0742  -4.5495  -1.0787
H  -1.8227  -5.3533  -0.4462
H  -0.0259  -3.7824  0.0409

Here are the Mulliken charges for atoms 1 to 8, given in e: atom 1 (Rh): -0.544, atom 2 (O): -0.435, atom 3 (C): 0.213, atom 4 (C): -0.212, atom 5 (C): -0.487, atom 6 (C): -0.670, atom 7 (C): -0.794, atom 8 (C): 0.432

***

Q: Which of these has the highest DFT total energy?
A: C38H30N2O2PRh

***

Q: Among the records above, which one has the lowest largest force on an atom?
A: C38H30CeN10O4

***

Q: The highest DFT total energy belongs to which entry?
A: C38H30N2O2PRh

***

Q: DFT total energy of number 3 (C38H30N2O2PRh)?
A: -2177.8511 Eh